A molecular structure, C12H9Cl2N4SSr. Source: OMol25; level of theory: the ωB97M-V functional and the def2-TZVPD basis.

Its spin multiplicity is 1. The energy above the lowest of the compared OMol25 structures with the same formula, charge and spin comes out at 4.6 kcal/mol. The orbital gap is 0.251 hartree. Its charge is +1. The value obtained for the electronic energy is -55259.3830 eV.

CARTESIAN COORDINATES (ANGSTROEM)
Sr  -1.6757  -1.4265  -1.6538
N  -1.1679  3.5973  0.5006
C  -0.0315  3.5750  1.2655
C  0.4724  2.3256  1.1582
N  -0.3557  1.5941  0.3315
C  -1.3551  2.3801  -0.0651
C  -2.4773  2.0773  -0.9373
N  -2.7580  0.9343  -1.5398
C  -3.9184  1.1535  -2.2501
C  -4.3391  2.4322  -2.0759
N  -3.4191  3.0066  -1.2434
H  -1.7555  4.4050  0.3919
H  0.3142  4.4347  1.8101
H  1.3465  1.8694  1.5884
H  -4.3860  0.3857  -2.8445
H  -5.1869  2.9719  -2.4583
H  -3.4652  3.9614  -0.9310
Cl  -0.0280  -3.3094  -1.2108
C  2.0656  -3.3290  0.2067
C  2.5677  -4.5890  0.0943
C  3.7367  -4.6505  0.8676
C  4.2015  -3.5444  1.5825
C  3.5101  -2.3299  1.5497
Cl  4.1361  -0.9816  2.4615
C  2.3567  -2.2589  0.7904
S  0.0521  -0.0712  0.0092
H  2.1649  -5.4103  -0.4758
H  4.2885  -5.5808  0.9079
H  5.1064  -3.6228  2.1700

Forces on atoms 1 to 3 (eV/Å):
Sr -0.4 0.2 -0.2
N 0.0 0.0 0.0
C 0.0 0.0 0.0